(1)
# C32H26AsEuF6N3O2PS2

C32H26AsEuF6N3O2PS2 as an isolated structure in a non-equilibrium geometry (ωB97M-V/def2-TZVPD, OMol25).

Values from the calculation:
* <S²>: 15.781
* charge: +1
* multiplicity: 8
* highest occupied orbital energy (alpha / beta): -10.99 / -10.98 eV

Atoms and positions in Å:
Eu (-0.84265, 1.17670, -0.36040)
N (1.12181, 0.13958, 3.63784)
C (0.07071, 0.16216, 4.61929)
C (0.07033, -0.81021, 5.66612)
C (-0.98082, -0.81362, 6.58331)
C (-2.06008, -0.01014, 6.36148)
C (-2.13479, 0.88149, 5.32137)
C (-1.05256, 1.00766, 4.43963)
S (-1.08077, 2.20187, 3.15692)
N (-0.07969, 1.39146, 1.98244)
C (0.84538, 0.58395, 2.35876)
C (1.83815, 0.11941, 1.31699)
C (3.12147, -0.25612, 1.67078)
C (4.09047, -0.22382, 0.63572)
C (3.66296, 0.01319, -0.66468)
C (2.33362, 0.22971, -0.91257)
N (1.49113, 0.40063, 0.07180)
H (1.56757, -0.72091, 3.67131)
H (0.89748, -1.47252, 5.82612)
H (-0.91018, -1.42805, 7.44632)
H (-2.89409, -0.13564, 7.07071)
H (-2.99391, 1.52221, 5.28396)
H (3.43217, -0.45009, 2.71896)
H (5.08992, -0.38006, 0.93176)
H (4.31759, -0.06713, -1.52624)
H (2.06506, 0.30455, -1.98782)
O (1.37175, 1.48928, -3.75985)
C (0.61749, 2.17961, -3.14247)
O (-0.23360, 1.80520, -2.25762)
C (0.68949, 3.73496, -3.26783)
C (1.00697, 4.31496, -4.47777)
C (0.92381, 5.64160, -4.68690)
C (0.65147, 6.48505, -3.61674)
C (0.54240, 5.95181, -2.36117)
C (0.63084, 4.56223, -2.15803)
S (0.60399, 3.93443, -0.52336)
H (1.33628, 3.59708, -5.30894)
H (1.14921, 6.06274, -5.69386)
H (0.66424, 7.52885, -3.68057)
H (0.54044, 6.65978, -1.53365)
F (-2.65374, 2.68456, -0.12944)
As (-4.05870, 1.53259, -0.22000)
F (-2.93299, 0.37827, 0.68559)
F (-3.09104, 0.89342, -1.56349)
F (-5.21096, 0.35434, -0.30642)
F (-4.94217, 2.63797, -1.17207)
F (-4.53651, 2.04065, 1.23437)
C (-2.87340, -2.16780, -1.33772)
P (-1.14210, -1.63624, -1.16111)
C (-0.19891, -2.48684, -2.47924)
C (0.40532, -1.71528, -3.45239)
C (1.11565, -2.28986, -4.46542)
C (1.25166, -3.66022, -4.51156)
C (0.68346, -4.46851, -3.49418)
C (-0.03809, -3.87963, -2.45093)
C (-0.47712, -2.50525, 0.31043)
C (-1.23238, -2.44342, 1.44942)
C (-0.65208, -2.74686, 2.66357)
C (0.62573, -3.21503, 2.74632)
C (1.39080, -3.41285, 1.59831)
C (0.87138, -2.96764, 0.39380)
H (-3.39497, -1.56210, -2.02549)
H (-3.30047, -2.05845, -0.31550)
H (-3.02125, -3.24872, -1.53163)
H (0.37357, -0.64102, -3.43211)
H (1.60143, -1.70477, -5.25870)
H (1.87704, -3.97657, -5.33302)
H (0.94508, -5.55441, -3.49569)
H (-0.39760, -4.44279, -1.57688)
H (-2.21043, -2.17029, 1.39920)
H (-1.34218, -2.65818, 3.45701)
H (1.13218, -3.44032, 3.74976)
H (2.44814, -3.77369, 1.70194)
H (1.50463, -3.00893, -0.52785)

Cartesian forces (eV/Å) of the 3 atoms listed first:
Eu -0.29 0.36 0.22
N -2.22 2.25 -0.08
C -1.00 -0.82 0.42

Löwdin population analysis, charges in e, atoms 1 to 6: 1.77 0.14 -0.20 -0.01 -0.07 -0.09

***

(2)
# C12H31Cl2O2P2W

C12H31Cl2O2P2W as an isolated structure in a non-equilibrium geometry (ωB97M-V/def2-TZVPD, OMol25).

Values from the calculation:
* <S²>: 2.012
* charge: +3
* multiplicity: 3
* highest occupied orbital energy (alpha / beta): -19.14 / -19.36 eV

Atoms and positions in Å:
C (1.34441, -1.12578, -2.80566)
C (0.59753, -0.57420, -1.61904)
H (1.88853, -0.32219, -3.32608)
H (0.67439, -1.62193, -3.52360)
H (2.09461, -1.86400, -2.50087)
O (0.60944, 0.65983, -1.34978)
Cl (-0.10804, -3.90934, -1.46535)
W (-0.43066, -1.95523, -0.35586)
P (-2.34238, -0.93498, -1.44907)
C (-2.44579, 0.86027, -1.23540)
C (-2.36195, -1.22024, -3.23519)
H (-3.37536, -1.00510, -3.60327)
H (-4.73776, -1.26674, -1.50950)
H (-2.10456, -2.26318, -3.45220)
H (-3.88892, -2.68415, -0.82210)
H (-1.43901, 1.29155, -1.32226)
H (-1.64088, -0.56020, -3.73281)
C (-3.92362, -1.58765, -0.84246)
H (-3.11224, 1.27678, -2.00256)
H (-4.11909, -1.21888, 0.17160)
H (-2.83134, 1.09621, -0.23826)
P (1.83161, -1.68897, 0.69456)
C (2.17158, -0.10021, 1.51375)
C (1.98190, -2.92513, 2.01997)
H (3.18758, -2.92669, -0.88150)
H (4.19812, -2.03308, 0.29257)
H (3.42418, -1.16086, -1.05451)
C (3.30055, -1.98119, -0.33834)
H (1.70467, -3.91242, 1.63236)
H (3.02388, -2.95142, 2.37207)
H (3.11091, -0.16435, 2.08148)
H (1.35353, 0.16316, 2.19038)
H (1.31935, -2.66491, 2.85365)
H (2.25019, 0.68862, 0.76093)
Cl (-1.30270, -1.22161, 1.63195)
C (1.41900, 3.32528, -0.26615)
C (0.52140, 3.50625, 0.94499)
O (-0.22831, 2.31708, 1.18953)
C (-1.20369, 2.40578, 2.22375)
C (-0.75742, 1.85084, 3.56531)
H (1.93596, 2.36407, -0.28430)
H (2.15645, 4.13447, -0.26965)
H (0.84463, 3.38442, -1.19278)
H (1.13236, 3.72583, 1.83431)
H (-0.15630, 4.36741, 0.75723)
H (-1.52516, 3.44799, 2.36247)
H (-2.04755, 1.80873, 1.85197)
H (-0.19105, 2.60844, 4.11383)
H (-1.65103, 1.61503, 4.14630)
H (-0.15196, 0.94662, 3.47359)

Cartesian forces (eV/Å) of the 3 atoms listed first:
C 0.24 -0.13 -0.48
C 0.24 3.83 0.34
H -0.36 -0.04 0.25

Löwdin population analysis, charges in e, atoms 1 to 6: -0.06 -0.57 0.12 0.09 0.06 -0.06

***

(3)
# C4H6N2O

One molecule with the formula C4H6N2O (ωB97M-V/def2-TZVPD, OMol25).

Values from the calculation:
* multiplicity: 1
* SMILES: NC1=C=CN[C@@H]1O
* highest occupied orbital energy: -7.50 eV

Atoms and positions in Å:
N (-1.70691, 1.06051, -0.07042)
C (-0.37279, 0.70320, -0.15593)
C (0.72370, 1.49626, -0.43497)
C (1.74116, 0.51200, -0.33333)
N (1.37953, -0.72717, 0.05430)
C (-0.01249, -0.67214, 0.38448)
O (-0.69340, -1.82812, -0.00438)
H (-2.31235, 0.53912, -0.69577)
H (-1.82905, 2.05536, -0.20599)
H (2.80042, 0.66003, -0.55052)
H (1.96331, -1.54061, 0.17398)
H (-0.09888, -0.49387, 1.46980)
H (-1.58224, -1.76455, 0.36874)

Cartesian forces (eV/Å) of the 3 atoms listed first:
N 0.13 0.16 -0.18
C -0.09 0.13 0.06
C -0.11 -0.45 0.07

Löwdin population analysis, charges in e, atoms 1 to 6: 0.10 -0.35 -0.06 -0.12 0.07 -0.37

***

(4)
# C30H53N4O6PS2Si2TaTe

C30H53N4O6PS2Si2TaTe as an isolated structure in a non-equilibrium geometry (ωB97M-V/def2-TZVPD, OMol25).

Values from the calculation:
* charge: +3
* multiplicity: 1
* highest occupied orbital energy: -16.54 eV

Atoms and positions in Å:
Ta (0.37591, 0.66676, 0.06423)
C (-0.92916, 1.53965, 3.45159)
C (0.55024, 1.41688, 3.27864)
N (1.23554, 1.17582, 2.15796)
C (2.61568, 1.17963, 2.40103)
C (2.94057, 1.37159, 3.69143)
S (1.54130, 1.59918, 4.62861)
C (3.55955, 1.00653, 1.30583)
C (4.89246, 1.22081, 1.35228)
S (5.56795, 0.90609, -0.17211)
C (4.04144, 0.51167, -0.81232)
N (3.07430, 0.60462, 0.08057)
C (3.92056, 0.10124, -2.25110)
H (-1.42118, 1.88108, 2.55081)
H (-1.14859, 2.24882, 4.24950)
H (-1.36075, 0.57783, 3.74066)
H (3.92806, 1.38852, 4.13125)
H (5.49672, 1.55899, 2.18306)
H (4.86887, -0.28909, -2.61523)
H (3.65827, 0.95604, -2.87703)
H (3.15744, -0.65804, -2.38666)
O (1.13067, 0.80024, -1.82109)
N (1.38929, 1.97783, -2.33485)
N (1.35063, 2.88195, -1.47345)
O (1.10221, 2.54958, -0.19805)
C (1.45227, 4.28802, -1.83435)
C (1.52882, 5.20541, -0.80162)
C (1.60833, 6.54868, -1.12542)
C (1.61088, 6.94574, -2.45558)
C (1.53527, 5.99994, -3.47474)
C (1.44992, 4.65398, -3.17422)
H (1.54014, 4.87871, 0.22957)
H (1.67463, 7.28711, -0.33607)
H (1.66938, 7.99992, -2.70372)
H (1.53868, 6.31347, -4.51049)
H (1.37836, 3.91088, -3.95810)
C (4.79555, -2.99539, 0.86567)
Si (3.31728, -3.61951, 1.80217)
C (2.59036, -5.11344, 0.99172)
C (3.63565, -3.81585, 3.60316)
C (2.01324, -2.18348, 1.72346)
Te (1.42087, -1.76940, -0.29085)
C (-0.23786, -3.11415, -0.35222)
Si (-0.50086, -3.85412, -2.11472)
C (-1.04653, -2.38566, -3.11853)
C (-1.72362, -5.21100, -1.91293)
C (1.10858, -4.47428, -2.79287)
H (5.46582, -3.82327, 0.61275)
H (5.36876, -2.27840, 1.46399)
H (4.51413, -2.51545, -0.07673)
H (3.33891, -5.91215, 0.96237)
H (2.29315, -4.91475, -0.04760)
H (1.72280, -5.49611, 1.54020)
H (4.37084, -4.61174, 3.77641)
H (2.72230, -4.09183, 4.13975)
H (4.03306, -2.89596, 4.04321)
H (2.48528, -1.29618, 2.14221)
H (1.09159, -2.40119, 2.26319)
H (-1.12828, -2.55982, -0.05253)
H (-0.02129, -3.87207, 0.40267)
H (-1.89682, -1.86083, -2.67061)
H (-1.34004, -2.68640, -4.12912)
H (-0.21905, -1.67587, -3.23423)
H (-2.60302, -4.90763, -1.34194)
H (-1.25029, -6.04644, -1.38811)
H (-2.06501, -5.58559, -2.88489)
H (1.95602, -3.82585, -2.56215)
H (1.03295, -4.52686, -3.88454)
H (1.34522, -5.48155, -2.43499)
C (-4.22877, 2.84621, -0.80271)
C (-3.30704, 3.02782, 0.38178)
C (-4.03061, 3.56400, 1.59253)
C (-2.08159, 3.84649, 0.03416)
O (-2.79772, 1.64710, 0.86198)
P (-2.18085, 0.45521, 0.13608)
O (-1.23727, 0.88946, -1.03572)
O (-1.05626, -0.11408, 1.08924)
O (-3.11803, -0.61798, -0.34501)
C (-4.48937, -1.22529, 0.09013)
C (-4.88483, -0.65807, 1.43634)
C (-4.21073, -2.70676, 0.15464)
C (-5.46210, -0.88988, -1.01201)
H (-4.44656, 3.82621, -1.22634)
H (-5.17367, 2.39408, -0.49953)
H (-3.77489, 2.24212, -1.59525)
H (-4.44615, 4.54203, 1.34790)
H (-3.35223, 3.68121, 2.43981)
H (-4.85284, 2.90780, 1.88474)
H (-2.38996, 4.88511, -0.08145)
H (-1.62883, 3.52988, -0.91034)
H (-1.33927, 3.80721, 0.83469)
H (-4.09123, -0.79380, 2.17896)
H (-5.76316, -1.19910, 1.78977)
H (-5.14468, 0.39902, 1.37553)
H (-3.49190, -2.94664, 0.94243)
H (-3.83323, -3.06162, -0.80441)
H (-5.14323, -3.23125, 0.36891)
H (-5.56887, 0.18295, -1.14616)
H (-6.43876, -1.29826, -0.74590)
H (-5.14970, -1.33500, -1.95900)

Cartesian forces (eV/Å) of the 3 atoms listed first:
Ta 4.88 1.84 0.72
C 0.08 -0.05 0.09
C -0.02 -0.08 -0.05

Löwdin population analysis, charges in e, atoms 1 to 6: 1.67 -0.06 -0.58 -0.04 -0.34 -0.28

***

Number 1: calculated total energy -169602.584 eV. Number 2: calculated total energy -62460.880 eV. Number 3: calculated total energy -9269.817 eV. Number 4: calculated total energy -105757.124 eV.